[1]
A molecular structure, C18H35BaO4P. Source: the OMol25 dataset; level of theory: ωB97M-V/def2-TZVPD.

Last column: Löwdin charge in e.
Geometry (Å):
C1 6.44 1.26 1.36  -0.112
C2 5.32 1.68 0.21  -0.220
O1 4.27 0.60 0.16  -0.252
C3 4.89 -0.65 -0.34  -0.218
C4 3.76 -1.73 -0.91  -0.142
C5 2.64 -2.14 0.25  -0.183
C6 1.22 -1.44 -0.19  -0.176
C7 -0.13 -2.24 0.33  -0.207
C8 -1.02 -1.43 1.44  -0.353
O2 -0.32 -1.33 2.73  -0.568
C9 -0.31 0.13 2.97  -0.189
O3 0.60 0.59 3.84  0.115
O4 -1.31 0.80 2.13  -0.057
C10 -1.83 -0.06 1.02  -0.390
C11 -3.45 -0.11 1.45  -0.277
C12 -3.87 1.13 2.46  -0.077
C13 -4.46 -0.04 0.16  -0.212
C14 -4.35 -1.36 -0.85  -0.108
P1 -1.32 0.94 -0.52  1.040
C15 -1.49 -0.04 -2.15  -0.408
C16 -0.17 0.36 -3.10  -0.179
C17 -2.19 2.65 -0.61  -0.376
C18 -2.65 3.00 -2.18  -0.151
H1 6.73 2.24 1.98  0.091
H2 6.01 0.42 2.08  0.087
H3 7.44 0.87 0.87  0.090
H4 4.82 2.71 0.49  0.131
H5 5.86 1.79 -0.83  0.129
H6 5.52 -1.22 0.47  0.131
H7 5.56 -0.35 -1.28  0.145
H8 3.27 -1.21 -1.85  0.119
H9 4.27 -2.74 -1.28  0.131
H10 2.58 -3.31 0.39  0.110
H11 3.00 -1.58 1.23  0.126
H12 1.17 -0.34 0.21  0.117
H13 1.15 -1.38 -1.36  0.105
H14 -0.80 -2.65 -0.56  0.156
H15 0.27 -3.22 0.88  -0.057
H16 -1.87 -2.22 1.69  0.101
H17 -3.72 -1.11 2.03  0.150
H18 -5.06 1.16 2.46  0.110
H19 -3.57 0.88 3.58  0.105
H20 -3.52 2.19 2.11  0.091
H21 -5.57 -0.07 0.60  0.131
H22 -4.40 0.95 -0.47  0.100
H23 -3.50 -2.10 -0.52  0.060
H24 -5.41 -1.88 -0.94  0.101
H25 -4.14 -0.90 -1.93  0.074
H26 -1.52 -1.20 -2.02  0.065
H27 -2.45 0.24 -2.79  0.086
H28 0.66 0.86 -2.41  0.071
H29 -0.45 1.08 -3.97  0.085
H30 0.34 -0.64 -3.50  0.087
H31 -3.19 2.72 0.02  0.077
H32 -1.39 3.46 -0.33  0.101
H33 -3.62 2.39 -2.42  0.079
H34 -2.87 4.17 -2.20  0.107
H35 -1.79 2.75 -2.95  0.073
Ba1 -0.07 -3.31 2.88  2.232

Summary:
Total charge: +2
F_max (eV Å⁻¹): 10.1
Calculated total energy (a.u.): -1373.62821

[2]
A molecular structure, C18H35Cl12NO4. Source: the OMol25 dataset; level of theory: ωB97M-V/def2-TZVPD.

Last column: Löwdin charge in e.
Geometry (Å):
C1 -7.65 -9.29 3.52  -0.091
C2 -7.77 -9.65 4.97  -0.177
O1 -7.36 -10.96 5.03  0.067
C3 -6.70 -11.32 3.92  -0.534
O2 -5.90 -12.23 3.83  -0.009
O3 -6.97 -10.40 2.93  -0.079
H1 -7.03 -8.41 3.40  0.064
H2 -8.69 -9.12 3.22  0.145
H3 -8.79 -9.59 5.33  0.149
H4 -7.13 -9.00 5.57  0.073
C4 -3.57 -12.89 4.63  -0.018
C5 -3.69 -11.53 5.29  -0.498
O4 -2.70 -10.80 5.26  -0.051
N1 -4.91 -11.18 5.74  0.013
C6 -5.37 -9.96 6.39  -0.183
H5 -2.56 -13.08 4.29  0.050
H6 -4.32 -13.01 3.85  0.058
H7 -3.72 -13.60 5.45  0.099
H8 -5.54 -11.97 5.79  0.138
H9 -5.79 -9.29 5.63  -0.177
H10 -4.53 -9.50 6.91  0.094
H11 -6.15 -10.18 7.12  0.117
Cl1 -2.38 -11.54 -2.20  0.694
C7 -2.00 -11.45 -0.51  -0.731
C8 -2.98 -12.32 0.28  -0.586
Cl2 -2.34 -12.39 1.91  0.808
H12 -2.02 -10.40 -0.23  -0.120
H13 -0.95 -11.75 -0.45  0.074
H14 -3.01 -13.27 -0.24  0.079
H15 -3.99 -11.91 0.32  -0.083
Cl3 -5.13 -11.20 1.52  0.872
C9 -4.54 -10.16 2.84  -0.484
C10 -2.94 -9.98 2.92  -0.658
Cl4 -2.29 -9.31 1.39  0.780
H16 -4.86 -10.64 3.76  0.028
H17 -5.05 -9.20 2.76  0.036
H18 -2.46 -10.94 3.09  -0.147
H19 -2.67 -9.43 3.82  -0.005
Cl5 -4.21 -5.59 1.58  0.632
C11 -4.05 -6.77 2.90  -0.865
C12 -5.34 -6.93 3.70  -0.527
Cl6 -5.07 -8.13 4.94  0.926
H20 -3.36 -6.25 3.57  -0.113
H21 -3.59 -7.73 2.69  -0.051
H22 -6.27 -7.18 3.19  0.059
H23 -5.57 -6.00 4.20  0.091
Cl7 -5.86 -8.73 -1.03  0.565
C13 -4.18 -8.45 -0.52  -0.720
C14 -3.29 -8.94 -1.63  -0.699
Cl8 -1.60 -8.60 -1.29  0.643
H24 -3.96 -8.98 0.41  -0.061
H25 -4.15 -7.36 -0.44  0.018
H26 -3.47 -8.46 -2.59  0.078
H27 -3.46 -10.01 -1.78  -0.061
Cl9 -0.48 -6.77 6.72  0.543
C15 -0.86 -8.39 6.01  -0.604
C16 -0.83 -8.17 4.52  -0.646
Cl10 -2.19 -7.22 3.92  0.810
H28 -1.82 -8.81 6.28  0.053
H29 -0.09 -9.12 6.26  0.083
H30 -0.85 -9.10 3.95  -0.107
H31 0.01 -7.55 4.21  0.070
Cl11 2.28 -10.45 2.23  0.592
C17 0.85 -9.98 1.34  -0.656
C18 -0.22 -10.98 1.72  -0.736
Cl12 -0.65 -10.77 3.44  0.796
H32 1.03 -9.85 0.27  0.084
H33 0.50 -9.03 1.76  0.053
H34 -0.01 -12.03 1.53  0.065
H35 -1.10 -10.70 1.15  -0.119

Summary:
Total charge: 0
F_max (eV Å⁻¹): 7.6
Calculated total energy (a.u.): -6584.29960

[3]
2 unconnected molecules or ions with the total composition C18H35N2O9S2. Source: the OMol25 dataset; level of theory: ωB97M-V/def2-TZVPD.

Last column: Löwdin charge in e.
Geometry (Å):
C1 -1.34 -1.69 1.53  -0.173
C2 -2.67 -1.85 0.64  -0.534
S1 -2.35 -1.95 -1.18  0.862
C3 -1.24 -0.57 -1.73  -0.393
C4 -1.61 0.17 -3.09  -0.373
C5 -0.28 0.96 -3.53  -0.122
C6 0.70 1.45 -2.37  -0.172
C7 0.10 2.52 -1.34  -0.247
O1 0.61 3.85 -1.66  -0.119
O2 -1.68 -0.87 -4.15  -0.205
S2 -2.21 0.04 -5.50  0.842
O3 -1.13 0.45 -6.49  -0.340
O4 -3.15 -0.73 -6.40  -0.292
O5 -2.87 1.39 -4.69  -0.181
C8 -3.06 0.87 -3.29  -0.298
N1 -3.19 2.14 -2.55  0.121
C9 -4.00 2.08 -1.51  -0.248
C10 -5.61 2.31 -1.60  -0.048
C11 -3.49 1.86 0.02  -0.045
C12 -4.37 -0.03 -3.59  -0.538
O6 -5.35 0.60 -4.15  -0.075
O7 -4.54 -1.36 -3.40  -0.153
H1 -0.59 -1.11 0.89  0.043
H2 -0.94 -2.72 1.84  0.084
H3 -1.62 -1.05 2.45  0.085
H4 -3.48 -1.07 0.89  0.053
H5 -3.14 -2.87 0.94  0.077
H6 -1.09 0.11 -0.82  0.068
H7 -0.21 -1.07 -1.91  0.099
H8 -0.44 1.86 -4.21  0.134
H9 0.33 0.21 -4.16  0.138
H10 1.57 2.00 -2.90  0.126
H11 1.23 0.60 -1.79  0.102
H12 0.55 2.25 -0.30  0.106
H13 -1.03 2.49 -1.21  0.085
H14 0.24 4.47 -0.98  0.088
H15 -5.83 2.62 -2.67  0.083
H16 -5.97 3.08 -0.84  0.072
H17 -6.11 1.28 -1.46  0.106
H18 -4.23 1.24 0.63  0.080
H19 -3.52 2.92 0.48  0.089
H20 -2.41 1.52 0.08  0.047
C13 5.35 -3.20 4.34  -0.117
O8 5.07 -1.86 4.71  -0.200
C14 5.76 -0.89 3.91  -0.212
C15 4.77 -0.10 3.05  -0.210
N2 4.21 -0.94 2.00  -0.053
C16 3.08 -0.32 1.29  -0.191
C17 1.81 -0.05 2.11  -0.211
O9 1.14 -1.23 2.53  -0.234
C18 1.60 -1.77 3.76  -0.088
H21 4.88 -3.86 5.07  0.088
H22 4.94 -3.42 3.35  0.079
H23 6.43 -3.38 4.34  0.086
H24 6.55 -1.35 3.30  0.120
H25 6.24 -0.20 4.61  0.117
H26 5.29 0.75 2.60  0.122
H27 3.99 0.28 3.72  0.102
H28 3.88 -1.81 2.40  0.068
H29 2.82 -0.99 0.47  0.120
H30 3.42 0.62 0.84  0.118
H31 1.11 0.46 1.44  0.101
H32 1.97 0.63 2.95  0.112
H33 1.96 -0.99 4.44  0.090
H34 2.38 -2.51 3.58  0.071
H35 0.77 -2.28 4.24  0.089

Summary:
Total charge: -1
F_max (eV Å⁻¹): 7.2
Calculated total energy (a.u.): -2289.61415

[4]
4 unconnected molecules or ions with the total composition C18H36B2FN5O6S. Source: the OMol25 dataset; level of theory: ωB97M-V/def2-TZVPD.

Last column: Löwdin charge in e.
Geometry (Å):
C1 -1.24 1.47 -2.14  -0.084
C2 -0.05 1.02 -3.12  -0.164
C3 1.39 1.21 -2.49  -0.170
C4 2.38 1.50 -3.73  -0.182
B1 2.35 3.04 -4.23  -0.456
N1 2.31 3.41 -5.65  0.176
O1 2.42 4.14 -3.28  0.077
O2 1.98 0.55 -4.80  -0.241
S1 2.45 -0.99 -4.36  0.804
O3 1.68 -1.91 -5.26  -0.314
O4 3.94 -1.12 -4.54  -0.298
C5 1.93 -1.38 -2.61  -0.243
F1 2.74 -2.39 -2.09  -0.005
C6 1.92 -0.05 -1.69  -0.298
N2 3.35 0.11 -1.23  0.093
B2 1.07 -0.37 -0.33  -0.537
O5 -0.02 -1.28 -0.28  0.118
O6 1.46 0.36 0.84  0.096
H1 -2.14 1.85 -2.69  0.077
H2 -1.59 0.52 -1.61  0.063
H3 -0.90 2.16 -1.31  0.080
H4 -0.21 1.61 -4.07  0.126
H5 -0.28 -0.06 -3.40  0.122
H6 1.41 2.17 -1.88  0.150
H7 3.46 1.24 -3.50  0.144
H8 1.58 4.11 -5.82  0.088
H9 2.08 2.62 -6.26  0.075
H10 1.52 4.18 -2.92  0.093
H11 0.86 -1.74 -2.68  0.148
H12 3.52 -0.58 -0.49  0.083
H13 3.97 -0.15 -2.00  0.075
H14 -0.57 -0.97 0.47  0.087
H15 1.67 1.28 0.60  0.097
C7 -0.86 2.24 5.45  -0.108
C8 -1.02 1.06 4.50  -0.259
C9 0.17 0.89 3.56  -0.167
C10 0.33 2.11 2.70  -0.226
N3 0.44 3.06 2.05  0.147
H16 -0.81 3.19 4.90  0.070
H17 -1.72 2.31 6.12  0.072
H18 0.04 2.14 6.06  0.079
H19 -1.94 1.18 3.92  0.083
H20 -1.13 0.14 5.09  0.114
H21 0.02 0.02 2.91  0.102
H22 1.10 0.73 4.12  0.129
C11 -6.53 0.64 1.96  -0.110
C12 -5.44 1.33 2.78  -0.266
C13 -4.21 1.71 1.94  -0.180
C14 -3.60 0.49 1.34  -0.202
N4 -3.13 -0.47 0.88  0.161
H23 -6.18 -0.30 1.54  0.071
H24 -7.39 0.42 2.59  0.074
H25 -6.86 1.28 1.14  0.078
H26 -5.13 0.67 3.59  0.112
H27 -5.85 2.24 3.23  0.111
H28 -3.47 2.21 2.56  0.101
H29 -4.50 2.39 1.13  0.121
C15 1.20 -5.98 1.46  -0.111
C16 1.23 -4.84 0.44  -0.261
C17 2.51 -4.01 0.52  -0.174
C18 2.63 -3.39 1.87  -0.217
N5 2.73 -2.91 2.92  0.137
H30 1.23 -5.61 2.48  0.070
H31 0.29 -6.57 1.35  0.073
H32 2.06 -6.65 1.31  0.077
H33 0.36 -4.20 0.61  0.107
H34 1.13 -5.26 -0.56  0.113
H35 2.48 -3.22 -0.24  0.078
H36 3.38 -4.63 0.32  0.125

Summary:
Total charge: 0
F_max (eV Å⁻¹): 5.9
Calculated total energy (a.u.): -1980.54058
Structure (SMILES): CC[C@@H]1[C@H](B(N)O)OS(=O)(=O)[C@@H](F)[C@]1(N)B(O)O.CCCC#N.CCCC#N.CCCC#N